Computed, not measured: a 3-piece molecular cluster, C19H33IO12P2S2 overall, with ωB97M-V/def2-TZVPD.

Its gap between HOMO and LUMO is 7.07 eV. Its spin multiplicity is 1. Its LUMO energy is -0.051 hartree. The SMILES is CCP(C)C1=C(CCCC(=O)O)C(=O)C(P(O)O)=C(I)C1=O.CCOS(C)(=O)=O.CCOS(C)(=O)=O. The total charge is 0.

The geometry in XYZ format:
```
69
Properties=species:S:1:pos:R:3:forces:R:3:nbo_charge:R:1
C -5.44105 1.21662 -1.40078 0.001 -0.463 0.061 -0.61
C -4.80555 -0.07690 -0.88805 0.191 0.051 -0.919 -0.68
P -2.95295 -0.07103 -1.01589 0.156 0.467 1.397 0.79
C -2.54005 0.95036 -2.49335 -0.201 -0.977 -0.338 -0.93
C -2.52267 -1.79418 -1.44644 -0.269 0.630 -0.477 -0.37
C -1.32719 -2.16504 -1.92211 0.110 -0.358 -0.174 -0.08
C -0.12677 -1.30709 -2.14364 0.042 0.507 0.198 -0.45
C 0.36132 -0.49704 -0.92903 0.042 -0.239 0.052 -0.40
C 0.17514 -1.17538 0.41434 0.497 0.330 0.087 -0.54
C 1.30855 -2.11188 0.75368 0.538 -0.329 -0.565 0.80
O 2.25514 -2.34150 0.04089 -0.699 0.156 0.630 -0.58
O 1.22816 -2.66071 1.98731 0.280 -0.252 -0.205 -0.67
C -1.16834 -3.61105 -2.25498 0.208 -0.494 0.089 0.60
O -0.14205 -4.22674 -2.07458 -0.278 0.297 -0.088 -0.49
C -2.38940 -4.28336 -2.82867 -0.043 0.282 -0.504 -0.51
P -2.11596 -5.56923 -4.13841 0.594 -1.005 0.174 1.40
O -3.18202 -5.16110 -5.30840 -0.044 0.397 0.314 -0.98
O -0.71256 -5.01132 -4.77888 -0.365 -0.007 0.013 -0.97
C -3.54967 -3.91720 -2.29617 -0.326 -0.219 -0.073 -0.19
I -5.40895 -4.75451 -2.80533 0.198 0.175 0.287 0.20
C -3.53954 -2.86038 -1.23256 -0.660 -0.138 0.895 0.48
O -4.28296 -2.88608 -0.26668 0.545 0.046 -0.899 -0.50
H -5.57320 1.14497 -2.47368 0.059 0.157 -0.263 0.21
H -6.42959 1.31456 -0.97110 -0.189 0.215 0.139 0.22
H -4.85164 2.09634 -1.18410 0.012 0.317 0.217 0.21
H -5.21372 -0.89021 -1.47490 -0.162 -0.242 -0.047 0.22
H -5.06768 -0.28083 0.13720 0.072 0.001 0.366 0.24
H -3.18508 1.81425 -2.54122 -0.137 0.208 0.136 0.25
H -1.51447 1.28583 -2.45381 0.240 0.119 0.170 0.24
H -2.67354 0.36525 -3.39910 -0.051 0.046 -0.297 0.22
H 0.70085 -1.89752 -2.50800 0.088 -0.445 0.025 0.25
H -0.36487 -0.61665 -2.94639 -0.012 0.233 -0.205 0.23
H 1.42812 -0.36241 -1.05320 0.262 0.115 -0.101 0.24
H -0.05612 0.49926 -0.87158 -0.388 0.162 -0.123 0.22
H 0.21357 -0.40351 1.17902 -0.062 0.156 0.254 0.23
H -0.78505 -1.66458 0.53914 -0.194 -0.180 -0.067 0.24
H 0.36085 -2.48190 2.35605 -0.205 0.090 0.221 0.48
H -3.48609 -4.24661 -5.25700 -0.144 0.062 -0.130 0.49
H -0.89629 -4.27155 -5.36803 0.252 0.175 -0.142 0.48
C 5.27725 -1.48883 0.72302 0.193 0.240 -0.066 -0.65
C 5.39607 -1.55732 2.23021 -0.453 -0.354 -0.320 -0.08
O 6.44647 -0.70885 2.75163 0.100 0.131 0.083 -0.73
S 6.16723 0.85167 2.82919 0.327 -0.366 0.139 2.39
C 7.53921 1.26868 3.85011 0.040 -0.004 0.049 -0.89
O 4.94886 1.06756 3.54935 -0.161 0.117 -0.103 -0.95
O 6.35387 1.43443 1.53748 -0.139 0.159 -0.033 -0.94
H 4.93499 -0.50725 0.39688 -0.029 -0.008 0.010 0.22
H 4.56244 -2.22879 0.37334 -0.029 -0.051 0.063 0.25
H 6.24339 -1.67185 0.25135 0.018 -0.045 0.045 0.21
H 4.45129 -1.30831 2.71561 0.067 0.121 0.054 0.20
H 5.66238 -2.56608 2.53814 0.183 0.085 0.129 0.20
H 7.41059 0.79952 4.82110 -0.013 -0.017 -0.004 0.25
H 7.54812 2.35168 3.94793 -0.049 0.012 -0.031 0.25
H 8.44985 0.92771 3.36581 -0.007 -0.006 -0.025 0.25
C -0.56596 6.63688 1.86802 -0.227 -0.108 0.014 -0.64
C 0.24669 5.38005 1.62705 0.171 0.517 -0.241 -0.08
O -0.29702 4.23054 2.30960 -0.054 -0.116 0.050 -0.72
S -1.58613 3.53777 1.69227 0.343 -0.223 0.328 2.39
C -1.53175 2.07023 2.65984 -0.013 -0.052 0.056 -0.89
O -1.32276 3.21713 0.32066 -0.159 0.136 -0.144 -0.95
O -2.74709 4.28834 2.05394 -0.141 0.041 -0.218 -0.93
H -1.55150 6.56683 1.40985 0.012 -0.003 -0.019 0.23
H -0.05321 7.49956 1.44253 0.075 -0.031 0.010 0.22
H -0.71117 6.80047 2.93549 0.068 0.027 0.011 0.22
H 0.34237 5.16363 0.56205 -0.092 -0.127 0.023 0.20
H 1.25121 5.50098 2.02640 -0.018 -0.192 0.114 0.20
H -0.63152 1.51817 2.40854 0.034 0.016 -0.007 0.24
H -2.41781 1.49009 2.41014 -0.004 0.026 -0.073 0.26
H -1.54300 2.34544 3.71090 -0.001 0.027 -0.002 0.26
```
Forces are in eV/Å.

---

Computed, not measured: a 2-piece molecular cluster, C19H33N4O8PS2 overall, with ωB97M-V/def2-TZVPD.

Its gap between HOMO and LUMO is 3.67 eV. Its spin multiplicity is 1. Its LUMO energy is -0.089 hartree. The total charge is 0.

The geometry in XYZ format:
```
67
Properties=species:S:1:pos:R:3:forces:R:3:nbo_charge:R:1
C 3.42466 3.48121 -0.21967 -0.034 -0.509 -0.611 -0.31
C 3.87559 2.22979 -0.00055 -0.600 0.993 0.343 -0.27
C 3.39586 0.89521 -0.45620 1.553 -0.064 -0.598 -0.07
N 2.77693 0.63917 -1.85109 0.270 -0.119 0.073 -0.21
N 2.52169 1.70162 -2.76119 -0.349 0.552 0.169 -0.40
C 1.60614 2.52582 -2.62289 -0.230 -1.018 0.383 0.17
S 0.40998 3.47858 -2.53071 0.304 0.287 -0.234 0.32
C 1.77710 -0.53149 -1.69120 -0.133 -1.299 -0.453 0.04
C 0.31006 -0.26294 -1.90381 -0.406 0.436 0.383 -0.47
C -0.55557 -1.49408 -2.20262 -0.568 0.730 -0.187 -0.40
C -2.01890 -0.97860 -2.17268 0.474 -0.576 0.689 -0.38
C -2.48899 -1.02464 -0.71832 -0.466 0.188 -0.456 -0.40
C -3.93000 -0.56110 -0.46973 0.256 -0.095 0.679 -0.40
C -3.99905 0.33850 0.77930 -0.690 0.360 -0.606 -0.44
C -3.80531 1.80740 0.41570 0.658 -0.566 0.540 -0.06
O -2.36939 2.11578 0.43018 -0.005 0.195 -0.452 -0.59
C -2.15189 3.24381 -0.38270 0.391 -0.129 0.106 -0.26
C 2.33842 -1.19226 -0.40447 -0.791 0.350 -0.245 -0.20
C 1.60174 -2.43016 0.10374 0.535 -0.290 -0.200 -0.44
C 2.51252 -3.38758 0.90811 -0.487 0.493 0.286 -0.41
C 2.17869 -4.84977 0.65830 0.142 0.156 0.603 -0.51
S 0.48321 -5.29463 1.16723 -0.227 -0.204 -0.234 -0.04
C 2.61678 -0.00595 0.56090 1.289 -0.163 -0.938 -0.25
N 3.68976 -0.40927 1.49212 -0.637 -0.069 0.514 -0.63
C 3.42916 -0.80612 2.62619 -0.277 0.633 -0.715 0.91
O 3.20493 -1.13365 3.70080 0.273 -0.471 0.653 -0.42
P 1.13389 0.71820 1.38630 -1.140 0.092 0.316 2.37
O 0.10347 -0.29109 1.62650 0.431 -0.035 0.110 -1.06
O 0.62440 1.91483 0.46168 0.281 -0.478 -0.171 -1.03
O 1.67271 1.41221 2.70409 0.413 -0.062 -0.321 -0.96
H 3.18637 3.82367 -1.22062 -1.248 -0.264 0.249 0.20
H 3.28417 4.20995 0.57069 1.426 0.349 -0.072 0.22
H 4.70659 2.12872 0.69848 -0.878 -0.328 0.980 0.25
H 4.31189 0.30144 -0.52428 -0.018 -0.010 -0.090 0.23
H 3.54982 0.17423 -2.31789 -0.019 0.146 -0.137 0.44
H 2.04793 -1.23238 -2.48752 0.069 0.238 -0.199 0.21
H 0.14364 0.43070 -2.73009 0.316 -0.001 -0.097 0.23
H -0.16419 0.19265 -1.03929 0.214 0.107 0.087 0.23
H -0.34422 -1.93023 -3.18045 0.346 -0.111 0.109 0.21
H -0.47735 -2.22204 -1.40033 0.170 -0.234 -0.268 0.22
H -2.04471 0.07150 -2.47700 -0.204 -0.114 -0.440 0.19
H -2.63060 -1.60595 -2.82052 -0.179 0.215 -0.042 0.21
H -2.38010 -2.04102 -0.33332 0.169 0.027 0.076 0.20
H -1.83603 -0.36238 -0.14835 0.062 -0.235 0.178 0.20
H -4.57024 -1.43028 -0.30966 -0.003 -0.021 -0.120 0.21
H -4.35199 -0.01459 -1.31717 0.108 -0.055 -0.106 0.19
H -3.26025 0.05510 1.52946 -0.059 -0.039 0.068 0.23
H -4.99070 0.23876 1.22207 0.057 0.160 0.173 0.27
H -4.29098 2.47126 1.13259 -0.065 -0.025 -0.010 0.25
H -4.14302 1.99888 -0.60763 -0.250 0.024 0.076 0.15
H -2.08816 2.93868 -1.43833 -0.271 0.117 -0.088 0.14
H -1.18423 3.67539 -0.10888 -0.108 0.190 0.085 0.17
H -2.93716 3.99212 -0.26230 0.056 0.080 0.008 0.20
H 3.30166 -1.57429 -0.76304 0.308 0.216 0.497 0.21
H 1.30436 -2.99368 -0.78372 -0.239 0.092 0.031 0.22
H 0.73455 -2.14904 0.69160 -0.191 -0.027 -0.246 0.27
H 3.56760 -3.18033 0.71122 0.022 -0.188 -0.145 0.20
H 2.35302 -3.19089 1.97248 0.159 -0.058 0.048 0.21
H 2.32109 -5.12245 -0.38683 -0.056 -0.009 -0.023 0.21
H 2.83074 -5.45594 1.28533 0.138 -0.089 -0.223 0.23
H 0.08535 -4.12692 1.68440 0.144 0.085 0.009 0.13
H -0.33016 1.73602 0.29260 -0.226 0.339 0.249 0.55
H 2.33727 2.09495 2.52842 -0.095 0.090 0.164 0.51
N -5.57576 1.54626 3.47003 0.093 -0.119 0.061 0.70
O -5.71255 0.51458 4.14951 0.031 0.016 0.018 -0.54
O -6.34260 1.76326 2.50387 -0.052 0.098 -0.189 -0.58
O -4.66054 2.35922 3.72890 0.042 0.021 -0.098 -0.57
```
Forces are in eV/Å.

---

Computed, not measured: C19H33N6O2P2PtS as an isolated structure, with ωB97M-V/def2-TZVPD.

Its gap between HOMO and LUMO (spin up / spin down) is 6.53 / 8.11 eV. The energy relative to the best compared isomer or geometry (same formula, charge and spin) comes out at 0.0 kJ/mol. Its spin multiplicity is 3. The expectation value of S² is 2.006. Its LUMO energy (spin up / spin down) is -0.114 / -0.127 hartree. The total charge is +1.

The geometry in XYZ format:
```
64
Properties=species:S:1:pos:R:3:forces:R:3:nbo_charge:R:1
Pt -1.37865 -1.13784 0.83685 0.458 -0.027 0.125 0.65
N -2.40832 -3.40228 1.26857 0.595 0.185 -0.687 -0.65
N -1.79458 -4.08661 2.30092 0.224 -0.017 0.168 -0.44
C -0.67511 -3.59730 2.88723 0.128 -0.739 0.301 0.29
N -0.00435 -4.43410 3.69701 -0.310 -0.257 0.073 -0.77
S -0.07206 -2.05851 2.70595 -0.051 0.294 -0.262 -0.15
H -3.36109 -3.15020 1.43103 -0.636 0.236 0.535 0.41
H -2.34193 -3.90648 0.39544 0.069 -0.213 -0.047 0.39
H -2.27358 -4.87732 2.70262 0.123 -0.161 0.005 0.40
H -0.19958 -5.42372 3.74361 -0.078 0.148 0.015 0.41
H 0.78330 -4.08398 4.22256 -0.162 -0.015 -0.157 0.43
C -2.64490 2.07970 0.78232 -0.058 -0.623 -0.384 -0.95
P -1.04194 1.14877 0.94441 -0.363 1.066 -0.475 0.97
C -0.15238 1.66906 -0.59771 -0.352 -0.935 0.186 -0.03
N -0.10046 2.91092 -0.95446 0.073 0.560 -0.285 -0.41
C 0.34772 3.19404 -2.22102 -0.050 0.801 0.705 0.19
C 0.38402 4.55159 -2.65126 0.341 -0.212 -0.517 -0.21
C 0.71166 4.85815 -3.94235 -0.310 -1.151 -0.694 -0.17
C 0.95449 3.77012 -4.87637 0.050 1.286 0.226 -0.18
C 0.93267 2.48427 -4.46158 0.541 -1.338 -0.358 -0.19
C 0.70938 2.17776 -3.10057 -0.383 -0.941 0.352 0.10
N 0.72334 0.87517 -2.64640 0.397 0.606 -1.924 -0.37
C 0.31225 0.62261 -1.46025 -0.496 0.231 0.958 -0.16
P 0.08488 -1.13194 -0.99349 0.070 -0.260 -0.373 1.01
C -0.72329 -1.80128 -2.48660 0.380 -0.345 0.089 -0.97
C 1.76748 -1.93386 -0.91404 -0.223 0.152 0.202 -0.32
C 2.64633 -1.73411 -2.15485 -0.271 -0.386 0.122 -0.61
C 2.52518 -1.44027 0.32245 0.223 1.678 -1.209 -0.62
C 1.48735 -3.41073 -0.72986 -0.722 -0.314 0.793 -0.62
C -0.01851 1.84090 2.32757 -0.669 -0.014 0.485 -0.35
C -0.36493 1.02507 3.57069 0.610 -0.453 0.082 -0.61
C 1.47337 1.69872 2.01718 -0.385 0.653 -0.763 -0.61
C -0.41676 3.27383 2.63474 0.007 1.674 -1.629 -0.63
H -2.52434 3.14167 0.93784 0.215 0.299 -0.378 0.25
H -3.33718 1.74935 1.54725 -0.023 -0.312 0.292 0.26
H -3.14877 1.83131 -0.19248 0.814 0.345 0.827 0.27
H 0.17610 5.32785 -1.94997 -0.267 0.298 0.453 0.23
H 0.66643 5.88171 -4.31361 0.240 -0.262 0.201 0.23
H 1.18801 3.98212 -5.91976 -0.206 0.082 0.276 0.23
H 1.09937 1.63297 -5.15256 -0.026 0.723 0.499 0.24
H -0.18310 -1.47526 -3.36996 -0.036 0.183 -0.132 0.26
H -1.77534 -1.53692 -2.54482 0.014 0.243 0.122 0.28
H -0.65358 -2.88743 -2.44878 -0.054 -0.100 0.068 0.24
H 2.98760 -0.72734 -2.22988 0.233 0.858 -0.048 0.22
H 2.07536 -1.94431 -3.04731 -0.030 -0.178 -0.382 0.22
H 3.54462 -2.37500 -2.15006 -0.448 0.027 0.231 0.23
H 2.83078 -0.36990 0.12878 -0.127 -1.028 0.406 0.21
H 3.40891 -2.05763 0.34308 0.522 -0.018 0.409 0.22
H 1.98927 -1.48768 1.25639 -0.162 -0.237 0.165 0.22
H 1.24778 -3.90876 -1.66001 0.033 -0.177 -0.210 0.22
H 0.63358 -3.57392 -0.02007 0.746 -0.008 -0.391 0.20
H 2.39740 -3.82320 -0.29843 -0.101 -0.476 -0.047 0.23
H 0.27323 0.13762 3.59620 -0.365 0.081 0.160 0.21
H -1.41560 0.73658 3.63046 0.028 0.001 0.055 0.22
H -0.10087 1.59974 4.44972 -0.057 0.195 0.284 0.23
H 1.74062 0.65423 1.89028 0.098 -0.082 -0.091 0.21
H 2.04505 2.10799 2.84228 0.131 0.026 0.223 0.23
H 1.73488 2.27713 1.10597 0.008 -0.390 0.518 0.22
H -1.41274 3.38270 3.07614 0.080 -0.311 -0.096 0.22
H -0.41685 3.92079 1.68527 0.184 -0.764 1.363 0.23
H 0.28575 3.70381 3.35652 0.013 -0.033 -0.167 0.23
O -4.01363 -0.93800 1.29737 -0.343 -0.067 0.148 -0.49
N -4.15588 -0.75671 0.09205 0.113 -0.029 0.523 0.36
O -3.05787 -0.77565 -0.53822 0.003 -0.060 -0.942 -0.56
```
Forces are in eV/Å.

---

| no. | E (eV) | molecular weight (g/mol) |
| --- | --- | --- |
| 1 | -93156.0589 | 706.4 |
| 2 | -73529.6454 | 540.6 |
| 3 | -65926.5415 | 666.6 |